The following is a DFT calculation (the ωB97M-V functional and the def2-TZVPD basis) of an isolated molecule of CH2N2S4 at a distorted geometry.

Last column: Löwdin charge in e.
Geometry (Å):
1 C 0.8532 0.0334 0.5726  -0.983
2 N 0.2951 1.3195 -0.1134  -0.118
3 N -0.8122 1.6805 0.2389  -0.507
4 S -0.3141 -0.6462 1.9045  0.446
5 S -1.7474 0.8922 1.2521  0.581
6 S -0.7248 -1.4776 -1.5625  0.295
7 S 1.1586 -1.1999 -0.7279  0.389
8 H 1.7413 0.1856 1.1927  0.042
9 H -0.4496 -0.7875 -2.7570  -0.144

The HOMO-LUMO gap is 0.3189 Ha. The value obtained for the molecular weight is 170.31 g/mol. As for the SMILES: SS[C@H]1N=NSS1. Its relative energy (zero: lowest compared OMol25 entry of this formula, charge and spin) is 26.5 kJ/mol.

=====

The following is a DFT calculation (the ωB97M-V functional and the def2-TZVPD basis) of an isolated molecule of CH2O2S at a distorted geometry.

Last column: Löwdin charge in e.
Geometry (Å):
1 C 0.1861 -0.2935 -0.4654  -0.997
2 H -0.7308 -0.0813 1.3328  0.196
3 H 0.1310 1.3000 0.6675  0.171
4 O -0.6382 -0.7808 0.4930  -0.059
5 O 0.3215 1.1061 -0.3816  -0.051
6 S 0.7305 -1.2505 -1.6463  0.739

The HOMO-LUMO gap is 0.3219 Ha. The value obtained for the molecular weight is 78.09 g/mol. As for the SMILES: OC(O)=S. Its relative energy (zero: lowest compared OMol25 entry of this formula, charge and spin) is 158.7 kJ/mol.

=====

The following is a DFT calculation (the ωB97M-V functional and the def2-TZVPD basis) of an isolated molecule of C3H3N5 at a distorted geometry.

Last column: Löwdin charge in e.
Geometry (Å):
1 C 1.0845 0.1128 -0.0251  -0.440
2 C 0.2587 1.3446 -0.4454  -0.072
3 C -1.6009 0.3385 0.4519  -0.182
4 H 2.6568 -0.5152 0.9363  0.055
5 H 0.9041 2.2664 -0.8036  0.153
6 H -2.3975 0.6312 1.1915  0.130
7 N 2.0796 0.2720 0.7189  0.175
8 N -1.0125 1.3773 -0.3363  0.077
9 N -1.3155 -0.9054 0.4728  0.031
10 N -0.4491 -1.4915 -0.3820  -0.023
11 N 0.7522 -1.1323 -0.6467  0.096

The HOMO-LUMO gap is 0.3457 Ha. The value obtained for the molecular weight is 109.09 g/mol. As for the SMILES: [H]/N=c1/cncnnn1. Its relative energy (zero: lowest compared OMol25 entry of this formula, charge and spin) is 288.9 kJ/mol.

=====

The following is a DFT calculation (the ωB97M-V functional and the def2-TZVPD basis) of a cluster of 7 separate species, C12H26N4O18S2 in total at a distorted geometry.

Last column: Mulliken spin population.
Geometry (Å):
1 C -3.6440 -3.4642 -1.2313  0.002
2 N -2.3248 -4.1284 -0.9983  0.000
3 O -1.7467 -4.6879 -1.8967  0.003
4 O -1.8916 -3.9148 0.1544  0.000
5 H -4.1950 -4.0246 -1.9866  0.000
6 H -3.4880 -2.4474 -1.5917  -0.001
7 H -4.1717 -3.4441 -0.2778  0.000
8 C 2.1620 0.2322 -4.2379  0.000
9 N 3.2332 -0.0308 -3.2524  0.000
10 O 2.9433 -0.1838 -2.0561  0.000
11 O 4.3800 -0.1267 -3.6660  0.000
12 H 2.4344 0.3732 -5.2839  0.000
13 H 1.6007 1.0728 -3.8299  0.000
14 H 1.6198 -0.7060 -4.1194  0.000
15 C 3.6592 5.2070 0.0608  0.000
16 N 2.4341 4.3336 0.1709  0.000
17 O 2.5444 3.2293 0.6880  0.000
18 O 1.4671 4.6953 -0.4979  0.000
19 H 4.3736 4.7552 -0.6273  0.000
20 H 4.1262 5.1577 1.0445  0.000
21 H 3.4103 6.2066 -0.2956  0.000
22 C -4.6750 1.4450 0.6684  0.005
23 N -5.4828 0.4814 -0.2158  -0.001
24 O -5.7242 -0.6268 0.2118  0.005
25 O -5.9147 0.8357 -1.2705  -0.001
26 H -4.1069 1.0108 1.4910  -0.001
27 H -5.3761 2.2268 0.9606  0.001
28 H -4.0026 1.8930 -0.0633  0.002
29 O -2.4679 0.1676 -1.1208  0.652
30 C -1.3627 0.1146 -0.6958  -0.018
31 O -0.6191 1.1886 -0.2204  0.176
32 C 0.6338 0.7794 0.3366  -0.015
33 C 0.7238 -0.7045 0.3546  0.016
34 C -0.5986 -1.1492 -0.1651  0.154
35 H 0.6996 1.1838 1.3466  0.002
36 H 1.4616 1.0697 -0.3104  0.001
37 H 0.8978 -0.9615 1.3995  0.008
38 H 1.4633 -1.1865 -0.2848  0.028
39 H -1.2139 -1.6260 0.5979  -0.008
40 H -0.5105 -1.8010 -1.0342  -0.012
41 C 3.4508 -3.6356 -1.1440  0.000
42 C 2.1780 -4.3811 -0.7832  -0.002
43 O 2.1895 -4.6033 0.6394  0.000
44 S 3.2967 -3.5907 1.4216  0.000
45 O 4.4954 -4.3093 1.9031  0.000
46 O 2.6327 -2.6632 2.3845  0.000
47 O 3.5855 -2.7691 -0.0519  0.000
48 H 3.3584 -3.1531 -2.1170  0.000
49 H 4.2549 -4.3715 -1.1417  0.000
50 H 1.9934 -5.3365 -1.2745  0.000
51 H 1.2402 -3.8476 -0.9387  0.001
52 C -2.1662 3.5205 2.5481  0.000
53 C -0.6291 3.5634 2.5627  0.001
54 O -0.2244 2.5037 3.4545  0.000
55 S -1.3673 1.3425 3.7294  -0.001
56 O -1.8078 1.2590 5.1179  0.000
57 O -1.0298 0.1079 2.9844  0.000
58 O -2.5621 2.1755 2.9461  0.000
59 H -2.6732 3.7554 1.6122  0.000
60 H -2.4864 4.1596 3.3711  0.000
61 H -0.2718 4.5259 2.9289  0.000
62 H -0.2094 3.3027 1.5911  0.000

As for the spin multiplicity: 2. Its charge is +1. The HOMO-LUMO gap (spin up / spin down) is 0.3401 / 0.1392 Ha. The value obtained for the molecular weight is 578.48 g/mol.

=====

The following is a DFT calculation (the ωB97M-V functional and the def2-TZVPD basis) of a cluster of 25 separate species, C25H100N50O25 in total at a distorted geometry.

Last column: Löwdin charge in e.
Geometry (Å):
1 C -2.5637 0.4459 6.0237  -0.761
2 O -3.1403 1.4701 6.3641  0.028
3 N -1.3463 0.0538 6.2909  0.156
4 N -3.0717 -0.5186 5.2795  0.146
5 H -0.6862 0.7043 6.6924  0.112
6 H -1.0066 -0.7277 5.7486  0.053
7 H -4.0614 -0.4287 5.0993  0.104
8 H -2.5476 -1.2603 4.8374  0.055
9 C 5.5274 -1.1971 0.7954  -0.748
10 O 6.7805 -1.0718 0.9906  -0.052
11 N 4.8336 -0.1831 0.4158  0.202
12 N 4.9350 -2.3355 0.9117  0.178
13 H 5.2860 0.7172 0.4873  0.059
14 H 3.8548 -0.2769 0.1854  0.050
15 H 3.9813 -2.5398 0.6494  0.031
16 H 5.3844 -3.1979 1.1845  0.106
17 C 1.4369 5.7494 -5.2116  -0.829
18 O 1.4568 6.5269 -4.2928  0.039
19 N 0.9339 4.5654 -5.1628  0.175
20 N 1.8057 6.0420 -6.4031  0.165
21 H 0.5853 4.2612 -4.2650  0.072
22 H 0.9080 3.9975 -5.9976  0.092
23 H 1.9562 7.0236 -6.5870  0.121
24 H 1.7573 5.4036 -7.1843  0.112
25 C -6.9673 -2.2120 -1.5170  -0.769
26 O -6.5484 -2.9069 -2.4606  -0.001
27 N -8.1284 -1.6566 -1.4796  0.180
28 N -6.1365 -1.7349 -0.6373  0.180
29 H -8.7294 -1.8658 -2.2640  0.132
30 H -8.3966 -1.1298 -0.6607  0.114
31 H -5.2098 -2.0857 -0.4416  0.086
32 H -6.4617 -0.9823 -0.0474  0.102
33 C -1.0709 4.7765 -1.8969  -0.733
34 O -1.7653 4.2126 -2.6977  0.007
35 N -1.4665 5.5324 -0.8891  0.200
36 N 0.2303 4.6969 -1.8832  0.210
37 H -0.6874 5.8998 -0.3616  0.086
38 H -2.4273 5.6222 -0.5911  0.107
39 H 0.7140 4.0253 -2.4621  0.085
40 H 0.7435 5.3861 -1.3524  0.121
41 C 4.0414 2.0092 3.8038  -0.795
42 O 3.3037 2.2133 4.7312  0.045
43 N 5.1194 1.3500 3.9108  0.183
44 N 3.8149 2.4999 2.5905  0.204
45 H 5.9564 1.4109 3.3488  0.119
46 H 5.2668 1.1401 4.8877  0.121
47 H 2.8834 2.8775 2.4904  0.095
48 H 4.3616 2.3626 1.7525  0.057
49 C 0.8245 0.4240 0.0086  -0.709
50 O 2.0412 0.2224 0.1074  -0.044
51 N -0.0225 -0.2691 0.7060  0.222
52 N 0.3402 1.2833 -0.8412  0.237
53 H 0.3662 -0.9154 1.3777  0.094
54 H -0.9795 -0.2192 0.3869  0.062
55 H 1.0009 1.4739 -1.5809  0.092
56 H -0.6190 1.5991 -0.8560  0.087
57 C -0.7535 2.9392 3.3930  -0.735
58 O -1.3329 3.8922 2.9043  -0.001
59 N 0.1305 3.0467 4.3494  0.198
60 N -0.9740 1.6705 3.0785  0.205
61 H 0.5736 2.2525 4.7886  0.080
62 H 0.2550 3.9263 4.8299  0.130
63 H -0.5047 0.8309 3.3866  0.077
64 H -1.7408 1.5862 2.4266  0.055
65 C 1.0437 -1.1853 4.1986  -0.809
66 O -0.1641 -1.2081 4.2213  -0.003
67 N 1.7201 -0.2973 4.7708  0.204
68 N 1.8548 -1.8414 3.5004  0.239
69 H 1.3070 0.2843 5.4858  0.116
70 H 2.7293 -0.2595 4.7595  0.068
71 H 2.8257 -1.6159 3.6634  0.116
72 H 1.4292 -2.5130 2.8776  0.071
73 C 6.9038 2.7610 1.1880  -0.797
74 O 5.9542 2.4868 0.5370  0.033
75 N 8.0893 2.1959 1.2723  0.186
76 N 6.9621 3.8233 1.9178  0.177
77 H 8.8711 2.7315 1.6216  0.118
78 H 8.2571 1.3092 0.8188  0.118
79 H 6.1581 4.4055 1.7312  0.137
80 H 7.6873 3.7587 2.6178  0.125
81 C 2.8920 -2.5262 -4.7597  -0.841
82 O 3.8384 -3.2108 -4.9114  0.047
83 N 2.7537 -1.9327 -3.6307  0.169
84 N 1.9865 -2.2399 -5.6818  0.180
85 H 3.3522 -1.8289 -2.8238  0.106
86 H 1.8326 -1.5184 -3.6394  0.057
87 H 1.9593 -2.7140 -6.5731  0.117
88 H 1.2806 -1.5526 -5.4594  0.065
89 C 3.2661 2.5677 -2.6409  -0.847
90 O 2.9807 3.4271 -3.4316  0.069
91 N 3.1529 1.3056 -2.7734  0.181
92 N 3.7836 2.7224 -1.4971  0.185
93 H 2.9602 1.0210 -3.7231  0.112
94 H 3.3741 0.6521 -2.0358  0.093
95 H 4.1764 2.0851 -0.8190  0.075
96 H 3.9783 3.7014 -1.3430  0.125
97 C -5.5758 4.1956 -2.4491  -0.740
98 O -5.5141 2.9889 -2.7460  -0.005
99 N -6.4617 4.9378 -1.8578  0.169
100 N -4.4796 4.8485 -2.3891  0.159
101 H -6.1304 5.7939 -1.4367  0.117
102 H -7.3386 4.4746 -1.6666  0.126
103 H -4.5886 5.8461 -2.2752  0.122
104 H -3.6223 4.3836 -2.6521  0.053
105 C -2.9215 1.2477 0.2111  -0.748
106 O -2.4784 0.4605 -0.5556  0.043
107 N -3.2466 2.5139 -0.1456  0.223
108 N -3.3233 0.8829 1.4034  0.177
109 H -3.0508 2.8025 -1.0935  0.085
110 H -3.6201 3.1389 0.5544  0.115
111 H -4.2271 1.3181 1.5214  0.128
112 H -3.3229 -0.1253 1.4641  0.091
113 C 3.7241 -5.3034 3.4011  -0.816
114 O 3.9963 -4.2225 2.8803  0.001
115 N 2.5278 -5.5499 3.7941  0.201
116 N 4.5558 -6.1993 3.7351  0.190
117 H 1.8626 -4.7961 3.6970  0.109
118 H 2.3845 -6.3065 4.4476  0.128
119 H 5.4662 -5.8392 3.4871  0.129
120 H 4.3091 -7.1783 3.7035  0.134
121 C -0.4499 -7.1857 0.8126  -0.773
122 O 0.5567 -7.6696 1.2630  0.026
123 N -0.6962 -5.8666 0.5768  0.165
124 N -1.4687 -7.8928 0.5075  0.186
125 H -0.1767 -5.3635 1.2819  0.060
126 H -1.6436 -5.5294 0.4823  0.068
127 H -2.2051 -7.3533 0.0755  0.089
128 H -1.5918 -8.8409 0.8330  0.132
129 C -4.8433 -0.6866 -4.1911  -0.783
130 O -5.6939 -0.4025 -5.0136  0.012
131 N -4.4550 -0.0476 -3.1315  0.179
132 N -3.9349 -1.6337 -4.3381  0.154
133 H -3.6231 -0.2989 -2.6169  0.080
134 H -5.0842 0.6831 -2.8309  0.085
135 H -4.1051 -2.0511 -5.2420  0.112
136 H -3.1837 -1.9411 -3.7370  0.015
137 C -3.1815 2.7207 -6.0082  -0.807
138 O -2.2111 3.1440 -6.5969  0.022
139 N -3.5198 3.0201 -4.8116  0.184
140 N -4.0113 1.8671 -6.5246  0.197
141 H -2.8920 3.6115 -4.2860  0.076
142 H -4.3187 2.5491 -4.4115  0.085
143 H -3.6691 1.3976 -7.3508  0.126
144 H -4.8783 1.5837 -6.0908  0.098
145 C 4.8348 -1.6749 5.4667  -0.751
146 O 4.1085 -0.8155 5.9222  0.018
147 N 5.4412 -1.5762 4.3018  0.190
148 N 4.8848 -2.8769 5.9965  0.182
149 H 5.5584 -2.3389 3.6502  0.088
150 H 5.2315 -0.7053 3.8353  0.064
151 H 4.1497 -3.0802 6.6587  0.122
152 H 5.5601 -3.5684 5.7033  0.111
153 C -4.7720 -5.3547 -0.2155  -0.751
154 O -4.0525 -5.9889 0.5449  -0.007
155 N -6.0756 -5.5216 -0.3153  0.189
156 N -4.2279 -4.3934 -0.8928  0.189
157 H -6.5782 -5.0074 -1.0246  0.092
158 H -6.5964 -6.1330 0.2971  0.116
159 H -4.5443 -3.9773 -1.7570  0.098
160 H -3.2563 -4.3143 -0.6284  0.078
161 C -2.9679 -2.6414 2.4761  -0.728
162 O -3.1732 -2.4091 1.2790  -0.010
163 N -1.8221 -3.0663 2.8786  0.205
164 N -3.8797 -2.6270 3.4210  0.175
165 H -0.9965 -3.1553 2.3036  0.080
166 H -1.6333 -2.9865 3.8675  0.097
167 H -3.6478 -3.2288 4.1982  0.126
168 H -4.8056 -2.2566 3.2609  0.129
169 C 0.0389 0.9628 -4.6006  -0.694
170 O 0.7826 0.0170 -4.3430  -0.027
171 N 0.2663 1.7835 -5.6058  0.180
172 N -1.0317 1.3125 -3.9227  0.220
173 H 1.0841 1.6270 -6.1774  0.127
174 H -0.4666 2.3750 -5.9706  0.062
175 H -1.7114 1.9637 -4.2887  0.068
176 H -1.3315 0.6500 -3.2217  0.101
177 C 1.7804 -3.6301 0.5109  -0.723
178 O 0.9421 -3.5535 1.3750  -0.010
179 N 2.4430 -2.6351 -0.1391  0.161
180 N 2.3994 -4.6926 0.1309  0.210
181 H 3.1573 -2.9841 -0.7621  0.109
182 H 2.1462 -1.6921 0.0678  0.070
183 H 3.1455 -4.8370 -0.5344  0.141
184 H 2.2786 -5.5213 0.6955  0.113
185 C -1.4057 -2.9813 -2.0019  -0.727
186 O -2.4369 -2.7526 -2.6460  0.008
187 N -1.1619 -2.7061 -0.7759  0.201
188 N -0.3119 -3.4403 -2.4869  0.204
189 H -0.3952 -3.0628 -0.2236  0.070
190 H -1.9060 -2.2742 -0.2468  0.069
191 H -0.4414 -3.8371 -3.4067  0.135
192 H 0.4981 -3.5947 -1.9037  0.098
193 C 0.7741 6.4373 1.7238  -0.755
194 O 1.3275 7.4240 1.1765  -0.013
195 N -0.3571 6.4543 2.4027  0.163
196 N 1.2187 5.2032 1.6227  0.172
197 H -0.9204 5.6889 2.7449  0.059
198 H -0.8110 7.2878 2.0574  0.112
199 H 0.6514 4.4295 1.9385  0.074
200 H 2.1299 4.9471 1.2703  0.106

The HOMO-LUMO gap is 0.3036 Ha. The value obtained for the molecular weight is 1501.40 g/mol. Its relative energy (zero: lowest compared OMol25 entry of this formula, charge and spin) is 1415.5 kJ/mol.

=====

The following is a DFT calculation (the ωB97M-V functional and the def2-TZVPD basis) of an isolated molecule of C20H20BrN3OS at a distorted geometry.

Last column: Löwdin charge in e.
Geometry (Å):
1 O -0.4808 0.6145 -3.0040  0.075
2 Br -7.7657 3.5658 -3.7149  0.667
3 N -2.8288 -1.5247 -2.0603  0.018
4 N -4.1464 -1.4629 -2.2648  0.014
5 N -6.2229 1.3739 -2.9833  0.069
6 S -3.2889 0.9406 -2.0184  1.140
7 C -0.7834 -0.2217 -2.1483  -0.401
8 C -2.1879 -0.3361 -1.9334  -0.556
9 C -4.6160 -0.2595 -2.4007  -0.455
10 C -7.4885 1.6504 -3.4449  -0.639
11 C -5.8649 0.0703 -2.9162  -0.336
12 C -8.4753 0.6281 -3.7504  -0.090
13 C -6.7651 -0.9300 -3.1972  0.006
14 C -8.1499 -0.6691 -3.4914  -0.038
15 C 6.6232 2.6023 3.2070  -0.105
16 C 6.0714 2.3065 1.9025  -0.089
17 C 5.9578 2.2116 4.3777  -0.097
18 C 5.0179 1.4433 1.8811  -0.081
19 C 4.8524 1.2993 4.2919  -0.037
20 C 4.4545 0.8469 3.0240  -0.208
21 C 0.0968 -1.3689 -1.5555  -0.103
22 C 3.3959 -0.2380 3.0265  -0.169
23 C 0.8894 -0.8963 -0.2426  -0.190
24 C 2.9039 -0.5749 1.6301  -0.223
25 C 1.2804 -2.1752 0.4780  -0.234
26 C 1.8470 -1.7355 1.7615  -0.235
27 H -9.4929 0.9501 -3.9700  0.104
28 H -6.4512 -1.9740 -3.1220  0.116
29 H -8.8084 -1.4850 -3.6267  0.099
30 H 7.5616 3.3039 3.3565  0.127
31 H 6.5871 2.6282 0.9299  0.127
32 H 6.2810 2.6236 5.3388  0.096
33 H 4.7570 1.1356 0.9088  0.085
34 H 4.4961 1.0300 5.2548  0.095
35 H -0.5415 -2.2468 -1.3735  0.098
36 H 0.8548 -1.6310 -2.3614  0.139
37 H 2.5299 0.0397 3.5459  0.105
38 H 3.9266 -1.1195 3.4610  0.138
39 H 0.2215 -0.2447 0.3028  0.115
40 H 1.7726 -0.2650 -0.6842  0.149
41 H 3.7039 -0.8390 0.9105  0.127
42 H 2.4108 0.3403 1.2736  0.106
43 H 2.0134 -2.8570 -0.0387  0.142
44 H 0.3433 -2.7291 0.6977  0.125
45 H 2.4151 -2.4425 2.3784  0.117
46 H 1.0931 -1.3785 2.3638  0.085

The HOMO-LUMO gap is 0.2919 Ha. The value obtained for the molecular weight is 430.37 g/mol. As for the SMILES: O=C(CCCCCCc1ccccc1)c1nnc(-c2cccc(Br)n2)s1. Its relative energy (zero: lowest compared OMol25 entry of this formula, charge and spin) is 249.3 kJ/mol.

=====

The lowest molecular weight belongs to which entry? CH2O2S